ORCA calculation (wB97M-V/def2-TZVPD) on a molecular structure, C4H7N3 at a distorted geometry.

CARTESIAN COORDINATES (ANGSTROEM)
1 N -1.88 -0.35 -0.76
2 H 2.07 -1.60 0.13
3 H -2.28 -1.26 -0.53
4 C 0.96 0.00 -0.58
5 H 1.43 -0.70 1.32
6 N 0.23 -0.82 -1.36
7 C -0.94 0.63 1.47
8 H 1.48 0.81 -1.09
9 H -0.12 2.27 0.12
10 H -0.01 -0.36 -2.24
11 N 1.77 -0.66 0.38
12 C -0.33 1.24 0.37
13 C -1.47 0.34 0.24
14 H -0.90 0.46 2.53

Properties
E_HOMO (spin up / spin down) in Ha: -0.3368 / -0.3368
Spin multiplicity: 1
E_tot in eV: -8726.127
Gap between HOMO and LUMO (spin up / spin down) in eV: 8.83 / 8.83
Charge: 0
Molecular weight in g mol⁻¹: 97.1
Max |F| in eV/A: 2.64

So, what does the Mulliken scheme give us? The charges, in e, come out as:
1. N -0.687
2. H 0.253
3. H 0.219
4. C 0.115
5. H 0.214
6. N -0.646
7. C -0.523
8. H 0.270
9. H 0.354
10. H 0.289
11. N -0.515
12. C -0.388
13. C 0.653
14. H 0.392


ORCA calculation (wB97M-V/def2-TZVPD) on 2 unconnected molecules or ions with the total composition C4H7N3 at a distorted geometry.

CARTESIAN COORDINATES (ANGSTROEM)
1 C -0.81 -0.34 0.36
2 N 3.43 0.88 -1.12
3 N 0.21 0.38 0.10
4 H -0.69 -1.35 0.78
5 C -2.20 0.15 0.09
6 N 1.75 -1.17 1.03
7 H -0.24 1.05 -1.85
8 C 1.49 -0.19 0.27
9 H -0.55 0.75 -2.46
10 H -2.20 0.95 -0.65
11 C 2.53 0.45 -0.54
12 H -2.65 0.54 1.01
13 H -2.83 -0.67 -0.26
14 H 2.74 -1.41 0.98

Properties
E_HOMO in Ha: -0.3954
Spin multiplicity: 1
E_tot in eV: -8729.432
Gap between HOMO and LUMO in eV: 10.26
SMILES: [H]/N=C(C#N)/N=C/C.[H][H]
Charge: 0
Molecular weight in g mol⁻¹: 97.1
Max |F| in eV/A: 1.19

So, what does the Mulliken scheme give us? The charges, in e, come out as:
1. C 0.172
2. N -0.360
3. N -0.530
4. H 0.417
5. C -0.987
6. N -0.601
7. H -0.217
8. C 0.595
9. H 0.207
10. H 0.296
11. C 0.152
12. H 0.289
13. H 0.302
14. H 0.265


ORCA calculation (wB97M-V/def2-TZVPD) on a single C4H7N3 molecule at a distorted geometry.

CARTESIAN COORDINATES (ANGSTROEM)
1 H -3.08 -0.22 0.95
2 H 0.64 1.36 -0.81
3 H -1.53 -0.57 1.79
4 H 3.00 -1.17 0.27
5 C 0.84 -0.83 0.74
6 C 2.03 -0.74 0.03
7 H -2.04 1.12 1.52
8 C 0.01 -0.18 -0.17
9 C -2.05 0.11 1.10
10 N 1.96 -0.01 -1.13
11 N -1.33 0.05 -0.16
12 H 2.61 0.09 -1.89
13 H -1.72 0.53 -0.95
14 N 0.66 0.45 -1.28

Properties
E_HOMO in Ha: -0.2778
Spin multiplicity: 1
E_tot in eV: -8728.143
Gap between HOMO and LUMO in eV: 8.44
SMILES: CNC1=C=CNN1
Charge: 0
Molecular weight in g mol⁻¹: 97.1
Max |F| in eV/A: 1.12

So, what does the Mulliken scheme give us? The charges, in e, come out as:
1. H 0.276
2. H 0.319
3. H 0.361
4. H 0.420
5. C -1.071
6. C -0.098
7. H 0.261
8. C 0.605
9. C -0.811
10. N -0.034
11. N -0.237
12. H 0.209
13. H 0.263
14. N -0.464


ORCA calculation (wB97M-V/def2-TZVPD) on a single C4H7N3 molecule at a distorted geometry.

CARTESIAN COORDINATES (ANGSTROEM)
1 N -0.47 -1.20 0.43
2 H 2.78 -0.82 0.60
3 H -3.64 -1.11 0.30
4 H 1.81 1.36 0.68
5 N -2.39 0.50 0.04
6 H 3.59 0.21 -0.43
7 C 2.57 -0.27 -0.26
8 H 1.15 1.34 -0.80
9 H -4.39 0.33 0.24
10 N -3.57 -0.11 -0.16
11 C 0.11 -0.05 0.18
12 C 1.35 0.67 0.04
13 H 2.35 -0.94 -1.10
14 C -1.28 0.07 0.25

Properties
E_HOMO in Ha: -0.3114
Spin multiplicity: 1
E_tot in eV: -8727.326
Gap between HOMO and LUMO in eV: 9.32
SMILES: CCc1n/c1=N\N
Charge: 0
Molecular weight in g mol⁻¹: 97.1
Max |F| in eV/A: 5.01

So, what does the Mulliken scheme give us? The charges, in e, come out as:
1. N -0.600
2. H 0.324
3. H 0.229
4. H 0.326
5. N -0.202
6. H 0.335
7. C -1.070
8. H 0.238
9. H 0.258
10. N -0.524
11. C 0.231
12. C -0.410
13. H 0.310
14. C 0.555


ORCA calculation (wB97M-V/def2-TZVPD) on a single C4H7N3 molecule.

CARTESIAN COORDINATES (ANGSTROEM)
1 H -2.89 -0.48 -1.02
2 C 1.14 -0.09 0.13
3 H 2.62 -1.39 -0.27
4 N -2.52 -0.23 -0.12
5 C 0.72 1.23 0.12
6 H -0.07 -1.98 0.05
7 N 2.44 -0.59 0.33
8 C -0.03 -0.90 -0.02
9 H 1.11 2.09 0.64
10 N -0.65 1.22 -0.06
11 C -1.11 -0.04 -0.12
12 H 3.15 0.10 0.15
13 H -1.21 2.04 -0.24
14 H -2.77 -0.95 0.55

Properties
E_HOMO in Ha: -0.2716
Spin multiplicity: 1
E_tot in eV: -8731.394
Gap between HOMO and LUMO in eV: 8.47
SMILES: Nc1c[nH]c(N)c1
Charge: 0
Molecular weight in g mol⁻¹: 97.1
Max |F| in eV/A: 0.87

So, what does the Mulliken scheme give us? The charges, in e, come out as:
1. H 0.248
2. C 0.689
3. H 0.264
4. N -0.550
5. C -0.651
6. H 0.349
7. N -0.577
8. C -0.779
9. H 0.298
10. N 0.004
11. C -0.004
12. H 0.244
13. H 0.205
14. H 0.262


ORCA calculation (wB97M-V/def2-TZVPD) on a single C4H7N3 molecule at a distorted geometry.

CARTESIAN COORDINATES (ANGSTROEM)
1 N -2.00 0.43 -0.14
2 C 0.20 1.38 0.13
3 N -1.11 1.32 0.08
4 C 0.80 -0.95 0.38
5 H -0.68 -2.59 -0.04
6 N -1.67 -0.87 -0.25
7 H 2.02 0.58 -0.59
8 C -0.59 -1.48 0.08
9 H 1.54 -1.75 0.00
10 H -1.50 2.14 0.46
11 C 0.98 0.36 -0.57
12 H 0.52 2.35 0.52
13 H 0.54 0.10 -1.58
14 H 0.96 -1.05 1.52

Properties
E_HOMO in Ha: -0.2757
Spin multiplicity: 1
E_tot in eV: -8727.476
Gap between HOMO and LUMO in eV: 8.12
Charge: 0
Molecular weight in g mol⁻¹: 97.1
Max |F| in eV/A: 2.77

So, what does the Mulliken scheme give us? The charges, in e, come out as:
1. N -0.905
2. C -0.089
3. N 0.389
4. C -0.443
5. H 0.341
6. N -0.289
7. H 0.322
8. C -0.053
9. H 0.280
10. H 0.262
11. C -0.759
12. H 0.377
13. H 0.313
14. H 0.254